[1]
Molecular formula: C23H58O12P2
Method: DFT, the ωB97M-V functional and the def2-TZVPD basis

```
95
Properties=species:S:1:pos:R:3:mulliken_charge:R:1
P -4.578 0.396 7.182 0.192
P -5.579 -1.167 8.621 0.134
O 7.231 2.979 -3.153 -0.465
O 3.140 -3.999 -6.543 -0.440
O -6.192 -2.171 7.464 -0.442
O 4.981 1.774 -1.449 -0.122
O -6.891 -0.224 9.031 -0.455
O -2.780 -1.598 1.670 -0.284
O 0.342 -0.449 0.205 -0.370
O -7.507 4.067 5.196 -0.382
O 2.514 -1.941 -4.372 -0.336
O -1.379 1.072 2.226 -0.423
O 0.480 -5.080 -5.499 -0.238
O 5.614 1.137 -4.945 -0.068
C 5.375 3.129 -1.543 -0.665
C -0.326 0.148 2.442 -0.511
C -3.836 1.594 5.935 -0.545
C 4.809 1.355 -0.117 -0.832
C -3.438 -2.503 2.525 -0.728
C -0.619 -5.753 -6.065 -0.773
C 7.020 1.179 -4.814 -0.642
C 1.694 -5.782 -5.671 -0.599
C -3.346 -0.304 1.710 -0.127
C 2.879 -4.867 -5.451 -0.329
C 1.149 -0.111 -0.899 -0.426
C -6.566 3.240 5.845 -0.373
C -4.048 3.074 6.275 -0.810
C 3.303 -1.177 -3.486 -0.800
C -2.348 0.736 1.246 -0.450
C 7.395 1.596 -3.410 -0.394
C -5.178 3.736 5.486 -0.571
C 5.911 3.439 -2.923 -0.401
C 0.759 0.195 1.389 -0.474
C 2.352 -2.821 -6.615 -0.646
C -8.841 3.764 5.534 -0.733
C 5.180 1.040 -6.279 -0.897
C 2.850 -1.705 -5.725 -0.232
H -1.881 0.414 0.312 0.177
H 2.401 -0.758 -6.060 0.382
H 2.189 -0.424 -0.747 -0.018
H 3.163 -0.099 -3.632 0.308
H 4.004 1.911 0.380 0.314
H 8.462 1.405 -3.280 0.400
H 7.450 1.881 -5.541 0.366
H -9.480 4.126 4.728 0.269
H 3.001 -1.443 -2.475 0.252
H -5.165 4.816 5.645 0.374
H 5.728 1.481 0.468 0.354
H -2.898 1.662 1.065 0.434
H -4.226 1.364 4.937 0.098
H 2.753 -4.309 -4.521 0.174
H -4.244 3.190 7.351 0.383
H -9.134 4.248 6.474 0.277
H -0.702 -0.873 2.546 0.238
H -0.481 -5.907 -7.142 0.319
H 3.766 -5.499 -5.367 0.371
H 1.301 -3.030 -6.402 0.257
H -0.781 -6.731 -5.596 0.311
H 5.219 3.057 -3.677 0.171
H 5.496 0.095 -6.737 0.345
H -7.720 -0.475 8.601 0.308
H -3.431 0.457 8.030 0.085
H -4.490 -2.636 2.246 0.327
H 4.370 -1.392 -3.617 0.428
H 4.544 0.300 -0.141 0.207
H -6.482 -1.742 6.638 0.292
H 1.657 -0.297 1.792 0.409
H -2.767 1.361 5.907 0.527
H 4.093 1.074 -6.255 0.188
H -3.663 -0.059 2.733 -0.073
H 5.556 1.864 -6.897 0.378
H 1.747 -6.206 -6.683 0.342
H 0.128 0.452 3.388 0.389
H 1.014 1.244 1.182 0.285
H 5.970 4.524 -3.016 0.410
H -3.133 3.637 6.082 0.348
H -3.393 -2.151 3.564 0.260
H -2.927 -3.460 2.448 0.252
H 0.750 -0.626 -1.771 0.338
H -8.998 2.683 5.635 0.294
H -4.705 -0.628 6.151 -0.179
H -5.632 1.298 7.547 -0.001
H 3.940 -1.618 -5.825 0.179
H -4.233 -0.261 1.062 0.429
H 4.512 3.784 -1.353 0.409
H 7.449 0.185 -5.007 0.397
H 1.142 0.970 -1.082 0.353
H 2.440 -2.478 -7.648 0.409
H 1.756 -6.613 -4.953 0.409
H 6.838 0.989 -2.691 0.181
H -1.499 -5.135 -5.901 0.230
H -5.014 3.570 4.417 0.249
H -6.718 2.198 5.515 0.293
H 6.142 3.354 -0.790 0.386
H -6.710 3.258 6.937 0.364
```

Computed properties:
- structure (SMILES) = COCCCC[PH3]P(O)O.COCCOCCOC.COCCOCCOC.COCCOCCOC
- molecular weight (g mol⁻¹) = 588.653

[2]
Molecular formula: C23H59AsF6MgN4O19
Method: DFT, the ωB97M-V functional and the def2-TZVPD basis

```
113
Properties=species:S:1:pos:R:3:mulliken_charge:R:1
As 0.756 0.103 1.618 2.727
Mg -2.389 0.847 -0.036 -0.524
F 0.194 -1.494 1.237 -0.292
F 1.323 1.732 1.782 -0.539
F 1.745 -0.543 2.911 -0.570
F -0.494 0.687 0.453 -0.556
F -0.564 0.363 2.752 -0.653
F 1.964 -0.066 0.360 -0.709
O 0.889 2.843 4.593 -0.549
O -1.757 2.616 -0.730 0.488
O -1.891 0.006 -1.742 1.002
O 5.312 -2.191 1.890 -0.603
O 4.551 2.916 1.521 -0.559
O -2.693 -3.579 4.471 -0.297
O 1.755 2.532 -3.170 -0.126
O -3.500 -2.959 1.335 -0.604
O -4.036 1.027 -0.883 0.930
O 0.067 -2.454 -4.930 -0.297
O -4.486 -1.954 -0.305 -0.674
O -0.595 1.784 5.695 -0.591
O -2.863 1.814 1.558 1.510
O -0.711 -4.295 2.931 -0.397
O -2.806 -1.008 0.697 -0.769
O 4.858 2.429 -0.552 -0.579
O 3.565 -3.419 2.069 -0.485
O 0.323 3.796 -5.314 -0.311
O 1.337 -3.052 -2.231 -0.176
N 4.759 2.127 0.624 1.072
N 0.546 1.881 5.252 1.035
N -3.587 -1.995 0.587 0.697
N 4.344 -2.609 2.516 0.995
C 2.259 1.503 -2.360 -0.341
C -1.605 3.549 0.348 -0.686
C -3.417 1.560 2.847 -1.212
C -2.617 3.234 1.441 -0.994
C 0.465 -4.685 2.259 -0.493
C 2.220 -2.718 -1.154 -0.382
C -3.830 -3.174 5.195 -0.760
C 0.707 -1.460 -5.726 -0.677
C -1.090 3.122 -1.917 -1.657
C 1.510 0.831 5.683 -0.602
C 4.224 -2.210 3.953 -0.573
C -2.915 -0.179 -2.708 -0.810
C -0.351 4.970 -4.922 -0.761
C 0.947 -3.489 -4.540 -0.779
C -1.651 -2.650 4.428 -0.336
C -4.019 0.795 -2.299 -1.024
C 1.975 -3.157 -3.480 -0.339
C -0.358 -3.305 3.874 0.085
C -5.361 1.350 -0.445 -0.995
C 1.724 3.878 -5.161 -0.707
C 5.180 0.769 1.054 -0.520
C 2.204 2.575 -4.501 -0.270
C -0.688 -0.702 -2.043 -0.083
H 2.886 -1.922 -1.500 0.401
H 2.712 -3.972 -3.460 0.436
H 1.026 -0.100 5.402 0.110
H -2.497 -0.032 -3.704 0.491
H -3.327 -1.178 -2.531 0.336
H -4.340 -2.427 4.568 0.239
H -1.427 4.804 -4.958 0.273
H 0.212 -0.369 -1.524 -0.572
H 2.813 -3.616 -0.954 0.423
H 0.252 -2.527 3.405 -0.232
H -1.744 3.915 -2.285 0.405
H -0.769 -1.751 -1.764 0.375
H 1.858 1.588 -1.352 -0.068
H -4.457 -4.025 5.431 0.258
H 3.300 2.589 -4.551 0.352
H -0.600 3.401 0.751 0.326
H -1.458 -2.197 5.409 0.508
H 1.510 -3.822 -5.422 0.416
H 2.229 3.823 -6.131 0.380
H -3.570 -2.564 6.071 0.321
H 1.661 0.982 6.745 0.350
H 4.460 0.003 0.780 -0.033
H -3.858 1.775 -2.765 0.258
H -5.585 2.393 -0.687 0.275
H 3.346 1.552 -2.256 0.480
H -3.617 3.587 1.169 0.298
H 2.044 4.708 -4.532 0.377
H -6.121 0.684 -0.838 0.382
H 1.268 -4.999 2.934 0.287
H -5.282 1.314 0.640 0.067
H 2.374 1.017 5.050 0.275
H 0.323 -4.315 -4.201 0.306
H 1.425 -0.875 -5.144 0.166
H -0.150 3.589 -1.628 0.541
H 1.844 1.682 -5.023 0.047
H 2.568 -2.251 -3.664 0.266
H -2.806 1.939 3.661 0.278
H -2.217 3.774 2.300 0.457
H -0.953 2.319 -2.631 0.236
H -0.127 -0.872 -6.098 0.205
H -4.943 0.402 -2.724 0.643
H -1.752 4.619 0.182 0.544
H 1.971 0.538 -2.798 0.015
H 0.803 -3.859 1.622 -0.044
H 0.416 -5.477 1.506 0.373
H 0.128 -3.786 4.731 0.508
H 6.211 0.651 0.728 0.400
H 3.197 -2.378 4.255 0.107
H 4.955 -2.809 4.487 0.352
H -3.517 0.489 3.062 0.156
H 4.518 -1.164 3.930 0.214
H 1.307 -1.876 -6.541 0.420
H -0.371 -0.555 -3.078 0.269
H -0.118 5.238 -3.886 0.301
H -1.839 -1.790 3.775 -0.140
H 1.770 -2.402 -0.217 -0.480
H -0.147 5.863 -5.519 0.340
H -4.491 1.773 2.862 0.367
H 5.265 0.606 2.127 0.275
```

Computed properties:
- energy above the lowest of the compared OMol25 structures with the same formula, charge and spin (kcal per mole) = 0.0
- molecular weight (g mol⁻¹) = 908.949

[3]
Molecular formula: C23H60N13O28P
Method: DFT, the ωB97M-V functional and the def2-TZVPD basis

```
125
Properties=species:S:1:pos:R:3:mulliken_charge:R:1
P -1.673 3.311 4.532 0.705
O -3.752 0.669 5.252 -0.452
O -4.573 -1.082 -2.325 -0.535
O 11.278 -7.598 -1.129 -0.526
O -6.934 1.761 -0.043 -0.501
O -3.081 1.377 7.163 -0.545
O -2.589 -0.310 -2.649 -0.557
O -8.219 1.620 9.623 -0.530
O 10.866 -9.692 -0.831 -0.529
O -2.439 1.739 -6.319 -0.512
O 9.811 0.557 0.815 -0.514
O -7.991 3.641 -4.736 -0.558
O 5.216 3.929 5.961 -0.555
O 5.107 3.793 3.816 -0.552
O 7.582 -7.173 -3.357 -0.547
O 1.091 -0.294 -8.487 -0.521
O 6.150 -6.926 -4.945 -0.534
O 5.145 -3.171 -1.044 -0.548
O -0.728 0.729 3.779 -0.416
O -6.830 0.379 8.543 -0.558
O 0.652 2.182 4.702 -0.483
O 8.302 0.631 -0.718 -0.545
O 1.824 1.374 -7.339 -0.516
O -6.484 2.184 -5.240 -0.517
O 5.163 -2.697 -3.142 -0.572
O -0.425 -0.535 1.906 -0.419
O -1.033 4.631 4.305 -0.689
O -3.149 0.613 -8.010 -0.532
O -6.807 1.387 -2.156 -0.479
N 1.598 0.192 -7.495 0.892
N -7.103 1.313 9.278 0.889
N -3.713 -0.587 -3.024 1.021
N -0.675 1.581 0.164 0.235
N -3.613 0.545 6.450 0.924
N 5.464 -2.473 -1.985 0.954
N 8.708 0.843 0.412 0.913
N -7.429 1.495 -1.118 0.858
N 6.500 -6.823 -3.790 0.882
N -6.841 3.255 -4.799 0.920
N -2.414 1.428 -7.496 0.886
N 4.599 3.830 4.922 0.924
N 10.890 -8.684 -1.508 0.870
C -5.959 2.127 9.776 -0.673
C 3.213 -1.094 1.100 -1.161
C 0.978 -0.590 2.153 -0.700
C -4.067 -0.297 -4.440 -0.570
C -4.131 -0.680 7.107 -0.635
C -0.720 1.850 1.595 -1.803
C 10.406 -8.772 -2.912 -0.488
C -0.430 2.804 -0.600 -1.096
C -5.772 4.153 -4.283 -0.677
C -1.396 2.074 -8.367 -0.658
C 1.953 -0.744 -6.393 -0.757
C -2.605 0.223 2.311 -1.846
C -8.899 1.266 -1.160 -0.839
C 6.276 -1.253 -1.721 -0.863
C -0.434 1.922 4.293 0.817
C -4.314 -1.217 1.217 -1.741
C 3.118 3.728 5.010 -0.623
C -1.126 0.580 2.363 1.131
C 5.531 -6.219 -2.836 -0.581
C 7.767 1.515 1.349 -0.660
C -3.768 0.996 0.150 -0.778
C -3.194 -0.198 0.952 1.583
C 1.690 -1.212 0.959 0.014
H -3.933 -2.105 1.733 0.407
H -5.444 2.528 8.908 0.250
H -3.863 1.879 0.795 0.403
H 8.266 1.639 2.302 0.317
H 1.385 -0.684 0.045 0.125
H 1.398 0.405 2.352 0.163
H -1.928 2.582 -9.166 0.286
H -9.175 1.037 -2.182 0.325
H -4.746 0.758 -0.269 -0.115
H -1.491 2.615 1.751 0.569
H -9.114 0.443 -0.486 0.317
H -3.287 -1.172 7.583 0.298
H -0.444 2.565 -1.668 0.337
H -1.216 3.534 -0.384 0.344
H -2.117 3.111 5.840 0.039
H -0.772 1.281 -8.770 0.215
H -2.718 -0.595 3.032 0.414
H 11.230 -8.476 -3.555 0.266
H 0.542 3.273 -0.372 0.371
H -6.354 2.912 10.409 0.324
H 5.987 -6.197 -1.854 0.325
H 9.577 -8.080 -3.016 0.157
H 5.705 -0.405 -2.086 0.307
H -4.857 -0.350 7.842 0.120
H 2.753 4.622 5.506 0.284
H 7.205 -1.349 -2.272 0.381
H -5.090 -0.765 1.850 0.370
H -5.303 1.459 10.326 0.268
H 2.892 2.849 5.602 0.302
H 4.640 -6.840 -2.848 0.292
H -4.777 -1.525 0.274 0.328
H 6.453 -1.190 -0.656 0.319
H 7.500 2.471 0.912 0.300
H -6.236 5.065 -3.928 0.308
H -4.354 -1.240 -4.896 0.301
H -3.180 1.070 2.699 0.254
H 0.244 2.235 1.970 0.675
H 1.038 -1.241 -6.087 0.303
H -3.108 1.257 -0.680 -0.043
H -0.821 2.763 -7.762 0.312
H 0.093 0.943 -0.011 0.076
H 1.389 -2.255 0.826 0.290
H -2.739 3.048 3.659 0.001
H 1.171 -1.188 3.054 0.431
H 5.303 -5.218 -3.192 0.126
H 2.656 -1.465 -6.799 0.295
H -9.374 2.177 -0.808 0.305
H -5.269 3.617 -3.483 0.220
H 3.554 -1.347 2.111 0.337
H 3.736 -1.739 0.390 0.213
H 6.887 0.883 1.435 0.190
H 2.721 3.641 4.008 0.224
H 10.100 -9.794 -3.100 0.289
H -2.422 -0.682 0.344 0.283
H -5.087 4.342 -5.104 0.283
H 2.388 -0.167 -5.587 0.308
H -3.207 0.141 -4.926 0.225
H 3.540 -0.063 0.907 0.384
H -4.584 -1.307 6.349 0.335
H -4.911 0.390 -4.432 0.143
```

Computed properties:
- molecular weight (g mol⁻¹) = 997.770

[4]
Molecular formula: C23H60NO23S8
Method: DFT, the ωB97M-V functional and the def2-TZVPD basis

```
115
Properties=species:S:1:pos:R:3:mulliken_charge:R:1
S 2.522 -5.187 1.158 1.236
S -7.246 3.328 -0.517 1.166
S 1.661 -11.499 -1.601 1.203
S -0.524 5.346 4.008 1.049
S 2.767 8.187 -1.563 1.243
S -1.492 -1.061 3.135 1.133
S 0.562 3.136 2.761 0.666
S -1.649 1.344 -2.370 1.228
O -2.674 -2.160 3.171 -0.307
O 0.110 5.603 5.331 -0.731
O -6.616 1.954 0.025 -0.190
O 2.914 -11.016 -1.089 -0.617
O 3.964 8.349 -0.786 -0.660
O -2.902 0.682 -2.631 -0.615
O 1.936 -12.304 -2.967 -0.280
O 0.759 -12.261 -0.784 -0.616
O 1.148 -5.427 0.813 -0.605
O -0.431 0.897 -2.993 -0.684
O 0.500 2.413 4.068 -0.676
O -1.831 2.917 -2.665 -0.239
O 3.139 -6.536 1.785 -0.287
O -0.612 2.710 1.929 -0.430
O -0.347 -1.596 3.821 -0.631
O 2.632 6.056 1.056 -0.364
O -1.762 4.534 4.147 -0.641
O -8.623 3.102 -0.863 -0.662
O -6.334 3.927 -1.449 -0.571
O -1.386 -0.542 1.803 -0.551
O 3.449 -4.654 0.201 -0.634
O 2.791 9.259 -2.769 -0.274
O 2.381 6.912 -2.092 -0.589
N 0.581 4.806 2.866 -0.115
C -1.018 6.966 3.310 -0.629
C -2.610 -3.233 2.227 -0.408
C 3.921 8.138 -4.626 -0.988
C -1.419 1.466 -0.626 -0.800
C 3.938 9.278 -3.624 -0.337
C -2.258 0.154 4.158 -0.785
C 3.884 4.381 2.385 -0.522
C -1.779 3.360 -4.023 -0.432
C 2.328 -14.628 -2.307 -0.976
C 2.587 -4.206 2.625 -1.042
C -7.164 4.213 1.009 -0.935
C -6.717 0.784 -0.802 -0.461
C -5.705 0.802 -1.931 -0.764
C 3.023 -7.742 1.019 -0.269
C 3.370 2.918 2.541 -0.904
C 4.029 -7.800 -0.114 -0.881
C 1.402 8.874 -0.680 -0.676
C -1.596 -4.281 2.641 -0.684
C 3.630 5.048 0.999 -0.675
C 2.039 2.607 1.821 -0.748
C -3.071 3.068 -4.765 -0.919
C 0.773 -10.150 -2.315 -0.958
C 2.893 -13.370 -2.940 -0.330
H -3.605 -3.678 2.196 0.292
H -2.508 -0.300 5.114 0.379
H -1.648 -5.150 1.984 0.401
H 1.944 1.511 1.770 0.450
H -6.519 -0.067 -0.149 0.300
H 2.139 -14.484 -1.243 0.291
H -1.931 6.862 2.708 0.294
H 3.154 -13.571 -3.979 0.278
H -6.134 4.214 1.358 0.311
H 3.441 4.350 0.178 0.404
H -2.271 1.983 -0.193 0.353
H -1.617 4.437 -3.986 0.277
H 3.907 10.230 -4.155 0.286
H -0.209 7.280 2.636 -0.056
H 4.733 8.250 -5.346 0.385
H 1.917 -4.636 3.367 0.321
H -2.397 -2.849 1.226 0.275
H -3.217 1.995 -4.895 0.274
H -3.056 3.530 -5.754 0.409
H 3.540 5.047 3.193 0.407
H 4.567 5.582 0.736 0.246
H -4.711 0.989 -1.547 0.093
H 2.262 -3.200 2.364 0.393
H 4.855 9.268 -3.030 0.317
H 2.002 -7.858 0.647 0.267
H -1.773 -4.601 3.670 0.286
H -0.919 2.920 -4.534 0.371
H 4.005 -8.777 -0.598 0.277
H 2.678 6.481 1.905 0.223
H -7.738 0.670 -1.178 0.345
H 5.038 -7.610 0.254 0.287
H 4.153 2.244 2.162 0.378
H 0.543 8.924 -1.346 0.342
H 3.611 -4.186 2.988 0.393
H 1.191 8.209 0.155 0.067
H -0.499 2.006 -0.425 0.229
H 3.027 -15.459 -2.417 0.385
H -5.930 1.591 -2.649 0.263
H 2.971 8.112 -5.162 0.255
H -0.583 -3.884 2.594 0.028
H -3.146 0.526 3.655 0.266
H 1.441 -9.596 -2.969 0.317
H -5.705 -0.150 -2.463 0.434
H 3.258 2.717 3.619 0.277
H -7.494 5.232 0.815 0.366
H -1.537 0.963 4.300 0.237
H 1.379 -14.899 -2.770 0.263
H 4.039 7.175 -4.129 0.293
H 1.677 9.862 -0.320 0.325
H -1.355 0.456 -0.229 0.403
H -3.929 3.447 -4.207 0.184
H -7.821 3.734 1.730 0.312
H 1.966 2.969 0.789 0.374
H 0.430 -9.515 -1.500 0.366
H 3.208 -8.563 1.711 0.267
H 3.806 -13.049 -2.434 0.307
H 4.984 4.340 2.503 0.427
H -0.077 -10.544 -2.866 0.352
H 3.814 -7.044 -0.871 0.297
H -1.220 7.699 4.097 0.325
```

Computed properties:
- net charge = -1
- molecular weight (g mol⁻¹) = 975.253

no.,F_max (eV/Å),LUMO (eV)
1,0.26,0.445
2,3.46,-0.128
3,1.12,-0.289
4,4.15,1.665